The following is a DFT calculation (ωB97M-V/def2-TZVPD) of 3 unconnected molecules or ions with the total composition C35H68NO10 at a distorted geometry.

```
114
Properties=species:S:1:pos:R:3:forces:R:3
C -1.32341 7.32472 -4.46825 -1.4 0.9 0.5
O -1.42648 6.09516 -5.26941 2.6 0.7 0.9
C -0.14375 5.38199 -5.37118 0.6 -1.2 -0.8
C -0.02009 4.06635 -4.37844 -1.0 0.0 -0.3
C -0.77032 4.24372 -2.92922 -0.2 0.3 -0.2
C -0.44768 3.01382 -1.85506 -0.6 0.7 -0.4
C 1.16651 2.82457 -1.55464 -0.5 0.4 -0.2
C 1.48096 1.87876 -0.23015 -0.2 -0.5 -0.8
C 1.66168 2.75853 1.16088 0.2 0.2 -0.6
C 3.19809 2.62296 1.78311 -0.2 -0.1 -0.5
C 3.46400 1.13265 2.49183 0.1 1.8 -0.5
C 3.22980 1.35241 4.09817 0.8 -0.1 -0.3
C 3.05616 -0.01731 4.97727 -0.8 0.2 0.8
C 2.36574 -1.27729 4.19046 -0.6 -0.8 1.0
C 0.69654 -1.21445 4.16238 -2.6 -0.7 -0.1
N -0.01797 0.10912 3.82813 -3.2 -3.2 0.6
C -1.54723 0.24629 3.77554 0.5 -3.6 0.8
C -2.55943 -1.00959 4.07224 4.2 -0.2 0.0
C -4.17630 -0.72267 3.94850 0.4 0.7 1.0
O -4.66181 -0.54040 2.57089 1.6 -1.5 0.1
C -3.93574 -1.37936 1.60487 0.8 -1.0 -1.0
O -4.66793 -1.55081 0.32599 1.4 -0.7 1.6
C -4.23621 -2.76145 -0.39031 0.1 -0.8 -1.9
C -2.60809 -2.97450 -0.46979 0.3 -0.6 1.5
O -2.24076 -4.04984 -1.43844 0.8 0.4 2.4
C -1.87850 -2.45765 4.43615 2.5 3.9 -1.1
C -0.20998 -2.57238 4.46834 -1.9 3.1 -0.5
C 0.39094 -4.06183 4.79139 -0.9 0.1 -0.7
C -0.15451 -5.08792 3.58843 0.5 -0.4 -0.2
C 1.08615 -5.55777 2.58144 -1.0 -0.2 0.0
C 1.90894 -4.28958 1.92551 -0.9 -1.3 -1.1
O 3.34972 -4.50497 2.19931 0.6 -0.1 -3.4
C 4.06911 -4.87892 0.94112 1.3 -7.0 -1.0
O 4.36687 -6.16881 0.63137 -2.3 9.0 2.6
H -1.74110 8.24385 -5.10303 1.0 -2.0 1.2
H -2.08136 7.19820 -3.56003 1.8 0.3 -1.7
H -0.24555 7.58822 -4.09625 -2.0 -0.7 -0.8
H 0.80838 6.04477 -5.21859 -2.0 -0.8 -0.2
H -0.08089 4.97684 -6.49211 -0.2 0.9 2.4
H -0.59223 3.18649 -4.94259 1.5 1.7 1.3
H 1.11886 3.82427 -4.25635 -2.2 0.3 -0.3
H -1.93746 4.24819 -3.14194 2.5 0.0 0.5
H -0.53060 5.31683 -2.47031 -0.3 -2.4 -0.8
H -1.06296 3.29053 -0.87743 1.4 -0.7 -1.8
H -0.95183 2.04766 -2.32662 1.3 1.8 1.1
H 1.62359 3.90966 -1.38992 -0.9 -2.3 -0.3
H 1.63709 2.38082 -2.54088 -0.8 0.8 2.2
H 2.43834 1.20562 -0.46155 -1.9 1.6 0.7
H 0.57881 1.10840 -0.16658 1.8 1.6 0.1
H 1.41985 3.88729 0.85751 0.6 -2.4 0.9
H 0.84191 2.41698 1.93230 1.6 0.7 -1.3
H 3.45599 3.49259 2.55033 -0.7 -1.9 -1.6
H 3.92474 2.73524 0.86738 -1.4 -0.1 1.8
H 2.69081 0.40980 1.97256 1.7 1.2 1.2
H 4.59196 0.86314 2.21683 -2.6 0.1 0.8
H 4.17873 1.92627 4.52557 -2.1 -1.1 -0.9
H 2.31991 2.09473 4.22783 1.6 -1.6 -0.1
H 2.33539 0.25226 5.88854 1.6 -0.7 -1.9
H 4.06490 -0.39759 5.48822 -2.1 0.9 -1.5
H 2.80401 -1.50104 3.12443 -1.0 0.7 2.0
H 2.61032 -2.24602 4.84415 -0.7 2.1 -1.5
H 0.50956 1.00296 3.59300 -0.5 -1.8 0.5
H -2.01623 1.29059 3.48224 1.4 -2.3 0.7
H -4.79018 -1.52483 4.56980 1.4 1.3 -1.6
H -4.36625 0.31323 4.50541 0.4 -2.2 -1.4
H -2.90951 -0.84606 1.30965 -2.0 -1.2 0.9
H -3.75715 -2.48001 2.02659 -0.3 2.3 -0.5
H -4.60448 -2.63403 -1.51803 0.7 -0.1 2.6
H -4.76797 -3.75449 -0.00119 1.3 2.2 -0.4
H -2.27587 -3.38657 0.59290 -0.5 1.1 -2.0
H -2.00536 -1.97893 -0.68095 -1.4 -2.0 0.2
H -1.53881 -4.61474 -0.95837 -1.8 1.4 -1.3
H -2.54738 -3.40548 4.63042 1.5 2.1 -0.4
H 1.55662 -4.15080 4.76688 -2.3 0.6 0.3
H -0.05645 -4.42101 5.83852 1.1 1.0 -2.3
H -0.95822 -4.59431 2.89585 1.4 -0.7 1.5
H -0.64231 -6.02437 4.10959 1.0 1.8 -1.3
H 0.57689 -6.14308 1.69289 1.0 1.1 1.9
H 1.80377 -6.31756 3.12457 -1.3 1.8 -1.1
H 1.75976 -4.35846 0.74319 0.1 0.4 2.6
H 1.49806 -3.25762 2.29877 1.2 -1.9 -0.5
H 4.44191 -4.07096 0.17426 -1.0 -1.1 1.9
C 3.56996 9.72775 -8.03113 -0.1 0.2 -0.1
O 2.32179 10.07185 -8.62308 0.0 -0.5 0.3
C 1.38450 8.99108 -8.57535 -0.2 0.6 0.0
C 0.34070 9.21048 -7.47647 0.4 -0.5 0.0
O 0.92929 9.11350 -6.17581 0.0 0.4 -0.2
C 1.13224 10.39000 -5.58008 0.0 -0.2 0.1
H 4.17025 10.63742 -7.94377 -0.2 -0.1 -0.1
H 3.43988 9.29977 -7.03351 0.0 0.0 0.0
H 4.10113 9.01887 -8.67297 0.1 -0.1 0.1
H 1.89899 8.03031 -8.44293 -0.1 0.1 0.1
H 0.87560 8.96998 -9.54417 0.0 0.0 0.0
H -0.41245 8.41850 -7.54383 0.0 0.0 0.0
H -0.17008 10.17327 -7.60591 0.2 -0.1 0.0
H 0.16850 10.82271 -5.29262 0.0 0.1 0.0
H 1.65781 11.07202 -6.25435 -0.1 0.0 0.0
H 1.73741 10.25662 -4.67947 -0.1 -0.1 -0.1
C -0.27373 -8.96979 2.53961 -0.1 0.1 0.1
O -1.50394 -8.25401 2.50843 0.1 -0.2 -0.2
C -2.30826 -8.61019 1.37924 -0.4 0.1 0.5
C -3.45285 -9.54282 1.78583 0.4 -0.4 -0.4
O -2.95979 -10.82687 2.18042 0.0 0.5 0.3
C -2.95552 -10.99084 3.59414 0.0 -0.2 -0.1
H 0.20662 -8.78392 3.50408 -0.1 0.0 -0.1
H -0.42962 -10.04642 2.43048 0.0 0.1 0.0
H 0.38550 -8.60761 1.74535 0.1 -0.1 0.0
H -1.69604 -9.06103 0.58725 -0.1 0.0 0.2
H -2.73430 -7.68099 0.98795 0.0 0.0 0.0
H -4.09995 -9.70451 0.91742 0.0 0.1 0.0
H -4.06187 -9.09430 2.58116 0.2 0.0 -0.1
H -3.98293 -11.08989 3.95926 0.0 0.0 0.1
H -2.46315 -10.15369 4.09690 0.0 0.0 0.0
H -2.41068 -11.90827 3.83204 -0.1 0.1 -0.2
```
Forces are in eV/Å.

Results
* E_tot: -2180.4838 Eh
* 2S+1: 1
* total charge: +1
* HOMO-LUMO gap: 5.484 eV

Mulliken population analysis, charges in e, atoms 1 to 2: number 1, C, carries -0.536; number 2, O, carries -0.357


The following is a DFT calculation (ωB97M-V/def2-TZVPD) of a molecular structure, BH22NaO9 at a distorted geometry.

```
33
Properties=species:S:1:pos:R:3:forces:R:3
Na -9.65482 -11.00699 10.02133 -0.5 -0.8 0.3
B -10.39949 -14.25877 11.72158 0.0 0.2 -0.2
H -9.51370 -13.72573 12.03062 4.0 2.0 1.6
H -11.18947 -13.53018 11.81816 -3.6 2.8 0.5
H -10.27571 -14.44022 10.66517 0.4 -0.9 -4.5
H -10.58536 -15.18914 12.23551 -0.6 -3.4 2.2
O -12.51492 -11.75199 8.01450 0.5 0.4 0.1
H -13.41202 -11.45162 8.16018 -0.2 0.1 0.0
H -12.58699 -12.70481 7.95834 0.0 -0.4 0.1
O -12.88332 -13.60161 14.91414 -0.4 0.1 0.2
H -12.04479 -13.26814 15.23334 0.3 0.1 0.1
H -12.67592 -14.00526 14.07135 0.2 -0.1 -0.3
O -8.96064 -20.26380 11.48498 0.2 0.0 -0.1
H -9.75191 -19.74389 11.34417 -0.2 0.2 -0.1
H -9.16844 -20.81819 12.23712 0.0 -0.2 0.2
O -13.53123 -15.34784 9.60242 -0.2 0.2 -0.3
H -12.74080 -15.27389 10.13718 0.5 0.2 0.3
H -13.69640 -16.28906 9.54715 -0.1 -0.2 0.0
O -5.44882 -12.88755 13.45077 -0.2 0.1 0.2
H -5.59270 -12.50562 12.58495 0.0 0.0 -0.2
H -4.49757 -12.96514 13.52379 0.2 -0.1 0.1
O -9.40055 -11.71454 15.56431 -0.3 0.1 0.0
H -8.85449 -12.16282 14.91848 0.1 -0.3 -0.2
H -8.80752 -11.09766 15.99325 0.1 0.1 0.2
O -14.98811 -9.77809 11.92181 0.0 0.2 0.0
H -15.06455 -9.71820 10.96956 -0.1 0.0 -0.2
H -14.52580 -10.60229 12.07411 0.1 -0.3 0.2
O -7.04081 -15.50843 10.60196 0.4 -0.2 -0.2
H -6.94480 -14.60240 10.30850 -0.1 0.1 0.0
H -7.90069 -15.53493 11.02167 -0.5 0.1 0.2
O -8.51272 -17.45234 14.53138 0.0 0.0 0.3
H -8.22136 -18.25269 14.09459 0.1 -0.2 -0.2
H -9.12261 -17.04992 13.91306 -0.2 0.3 -0.2
```
Forces are in eV/Å.

Results
* E_tot: -877.3464 Eh
* 2S+1: 1
* total charge: 0
* ΔE to the lowest compared entry with this formula, charge and spin: 34.6 kcal per mole
* HOMO-LUMO gap: 6.857 eV

natural (NBO) population analysis, charges in e, atoms 1 to 2: number 1, Na, carries 0.994; number 2, B, carries -0.886


Quick rundown of HOMO, same order as above: -10.33, -9.26 eV